The following is a quantum chemistry calculation of C30H40N9S2V as an isolated structure, from OMol25.

Values from the calculation:
E_HOMO (alpha / beta): -9.520 / -10.587 eV
Lowest unoccupied orbital energy (alpha / beta): -0.1142 / -0.1144 Ha

```
! wB97M-V def2-TZVPD RIJCOSX def2/J DEFGRID3
* xyz 1 4
V 0.4376 -0.2040 0.4438
S -0.5089 -1.7232 -1.1770
C -2.3259 -0.9712 0.6810
N -2.3514 -1.4271 2.0117
C -3.3887 -1.1008 2.8688
C -4.4752 -0.3525 2.4455
C -4.6230 0.0887 1.1482
C -3.5276 -0.1320 0.1763
H -1.8094 -2.2572 2.1994
H -3.3194 -1.5054 3.8666
H -5.2503 -0.1563 3.1740
H -5.5130 0.6082 0.8194
H -3.4984 -0.2072 -1.8984
C 2.1644 -3.3704 -3.6640
C 2.8114 -2.4082 -2.7240
C 3.7537 -1.4716 -3.0464
C 4.2313 -0.6347 -2.0328
N 3.7749 -0.6913 -0.7759
C 2.8596 -1.5967 -0.4815
S 2.1546 -1.7591 1.1243
N 2.4260 -2.4548 -1.4317
C 5.2934 0.3790 -2.2967
H 2.5668 -3.2491 -4.6661
H 1.0859 -3.1969 -3.6858
H 2.3324 -4.3980 -3.3380
H 4.1162 -1.3909 -4.0608
H 1.6766 -3.0847 -1.1465
H 5.7725 0.2303 -3.2618
H 6.0337 0.3405 -1.4984
H 4.8311 1.3697 -2.2757
N -4.0294 -3.0714 -0.7586
N -3.1808 -2.0226 -1.1830
N -3.8481 -0.7494 -1.1155
C -2.4614 0.9460 0.0484
N -1.4426 0.2882 0.4285
N -2.0503 -1.9808 -0.3054
H -4.5894 -3.3063 -1.5688
H -4.6550 -2.7417 -0.0253
H -2.4564 1.9720 -0.3173
C 1.0545 1.1836 -4.7216
C 1.6098 1.8334 -3.4776
C 2.5212 2.8833 -3.5583
C 3.0125 3.4837 -2.4059
C 3.9826 4.6375 -2.4773
C 2.6092 3.0064 -1.1607
C 1.6982 1.9621 -1.0530
C 1.1956 1.4002 -2.2247
N 1.2563 1.4016 0.1960
C 1.5557 2.0301 1.5310
C 3.0452 1.9141 1.8935
C 3.3057 2.5238 3.2743
C 2.5255 1.7231 4.3223
C 1.0305 1.8081 4.0113
C 0.5794 3.2712 4.0516
C 1.3474 4.0678 2.9920
C 2.8511 3.9879 3.2846
C 1.0573 3.4800 1.6042
C 0.7464 1.2501 2.6057
H 1.4906 1.6135 -5.6226
H -0.0283 1.3059 -4.7839
H 1.2533 0.1088 -4.7327
H 2.8399 3.2452 -4.5303
H 4.3098 4.8214 -3.5001
H 4.8689 4.4479 -1.8680
H 3.5262 5.5563 -2.1039
H 3.0259 3.4760 -0.2843
H 0.4454 0.6155 -2.1709
H 3.6654 2.4007 1.1429
H 3.3210 0.8561 1.8830
H 4.3740 2.4684 3.4895
H 2.7113 2.1165 5.3253
H 2.8572 0.6803 4.3154
H 0.4587 1.2201 4.7309
H 0.7675 3.6833 5.0468
H -0.4979 3.3422 3.8704
H 1.0249 5.1100 3.0059
H 3.0626 4.4413 4.2573
H 3.4120 4.5608 2.5381
H 1.5113 4.0973 0.8304
H -0.0230 3.4847 1.4167
H -0.3260 1.3499 2.4178
H 1.0144 0.1774 2.6265
*
```